C4H10NO | ωB97M-V/def2-TZVPD

Cartesian coordinates (Å):
O1 2.17012 -0.07861 -1.44696
N1 -0.54116 -0.25101 -1.02400
C1 0.20392 0.69707 -0.28439
C2 1.77923 0.12650 -0.21268
C3 -1.46573 -1.13352 -0.39404
C4 -0.23504 0.87957 1.13719
H1 -1.22914 1.33534 1.21901
H2 -2.08355 -1.66339 -1.11217
H3 2.35747 0.86075 0.34003
H4 -2.13052 -0.58038 0.27614
H5 1.64076 -0.79105 0.37421
H6 0.09284 -0.66168 -1.69904
H7 0.40265 1.56996 1.68954
H8 0.36391 1.62228 -0.83092
H9 -0.27255 -0.05767 1.68796
H10 -1.05321 -1.87416 0.28013

Forces on the atoms, in the same order (eV/Å):
O -0.04 -0.03 -0.16
N 0.34 0.54 -0.73
C 0.81 -0.58 0.30
C -0.16 -0.13 -0.06
C -0.69 -0.07 0.85
C -0.55 0.74 0.63
H 0.02 -0.15 -0.26
H 0.04 0.09 -0.24
H 0.18 0.39 0.26
H -0.15 0.14 -0.41
H -0.06 -0.18 0.07
H -0.45 -0.22 -0.16
H 0.27 -0.09 -0.17
H -0.26 0.18 0.02
H 0.10 -0.08 -0.05
H 0.61 -0.54 0.09

Summary:
Multiplicity ... 2
Electronic energy ... -7845.0702 eV

These are the Löwdin partial charges, in e, on atoms 1 to 8: number 1, O, carries -0.034; number 2, N, carries -0.068; number 3, C, carries -0.337; number 4, C, carries -0.310; number 5, C, carries -0.130; number 6, C, carries -0.080; number 7, H, carries 0.089; number 8, H, carries 0.083